No. 1
{
  "formula": "C7H12Br",
  "method": "wB97M-V/def2-TZVPD",
  "symbols": ["Br", "H", "C", "C", "C", "C", "C", "C", "C", "H", "H", "H", "H", "H", "H", "H", "H", "H", "H", "H"],
  "coordinates": [[-0.45, -0.01, 0.59], [-2.13, -0.01, 0.84], [-3.23, -0.21, 1.27], [-3.89, -1.48, 0.70], [-5.35, -1.55, 1.21], [-6.18, -0.38, 0.65], [-5.44, 0.93, 0.82], [-4.11, 0.97, 1.07], [-7.58, -0.32, 1.26], [-3.01, -0.38, 2.32], [-3.88, -1.44, -0.41], [-3.36, -2.36, 1.11], [-5.84, -2.48, 0.88], [-5.42, -1.58, 2.32], [-6.26, -0.43, -0.46], [-6.17, 1.77, 0.58], [-3.52, 1.91, 1.06], [-8.11, 0.55, 0.83], [-8.14, -1.25, 1.11], [-7.40, -0.21, 2.33]],
  "nbo_charge": [-0.1602, 0.1734, -0.3043, -0.4121, -0.3924, -0.2663, -0.1404, -0.2347, -0.5987, 0.2209, 0.2134, 0.2171, 0.2137, 0.2043, 0.2069, 0.2135, 0.2176, 0.2095, 0.2136, 0.2052],
  "homo_lumo_gap_ha": [0.3710, 0.2539],
  "homo_ev": [-9.164, -9.484],
  "s_squared": 0.757,
  "multiplicity": 2,
  "relative_energy_kcal_mol": 6.6
}

***

No. 2
{
  "formula": "C7H12Br3ClO5S",
  "method": "wB97M-V/def2-TZVPD",
  "symbols": ["C", "O", "C", "C", "C", "O", "S", "O", "O", "C", "C", "O", "Cl", "H", "H", "H", "H", "H", "H", "H", "H", "H", "H", "H", "C", "Br", "Br", "Br", "H"],
  "coordinates": [[-0.50, -1.71, -1.41], [-1.19, -0.69, -2.10], [-1.28, 0.50, -1.34], [-2.45, 0.43, -0.31], [-1.99, 0.53, 1.17], [-0.78, -0.25, 1.33], [0.29, 0.41, 2.40], [-0.38, 1.00, 3.51], [0.97, -0.98, 3.01], [1.78, -1.57, 2.00], [2.53, -2.74, 2.70], [2.05, -3.23, 3.62], [4.12, -3.27, 2.12], [-0.16, -2.49, -2.10], [-1.15, -2.17, -0.65], [0.40, -1.32, -0.91], [-1.50, 1.33, -2.03], [-0.31, 0.74, -0.88], [-2.92, -0.55, -0.43], [-3.16, 1.25, -0.50], [-1.88, 1.58, 1.49], [-2.76, 0.04, 1.78], [2.51, -0.85, 1.60], [1.18, -2.02, 1.19], [1.42, 3.28, -3.07], [1.73, 2.01, -1.64], [1.08, 2.39, -4.74], [0.02, 4.52, -2.61], [2.33, 3.85, -3.19]],
  "nbo_charge": [-0.2480, -0.5346, -0.0767, -0.4584, -0.0847, -0.7436, 1.7532, -0.9074, -0.6762, -0.2056, 0.5445, -0.4509, -0.0752, 0.1942, 0.1663, 0.1551, 0.1894, 0.1738, 0.2214, 0.2211, 0.1964, 0.1990, 0.2106, 0.2248, -0.4949, 0.0868, 0.1018, 0.0912, 0.2266],
  "homo_lumo_gap_ha": 0.3537,
  "homo_ev": -9.904
}

***

No. 3
{
  "formula": "C7H12BrF3GaS",
  "method": "wB97M-V/def2-TZVPD",
  "symbols": ["C", "C", "S", "C", "Ga", "Br", "C", "C", "C", "F", "C", "F", "F", "H", "H", "H", "H", "H", "H", "H", "H", "H", "H", "H", "H"],
  "coordinates": [[-4.11, -3.25, 0.70], [-2.80, -2.91, -0.22], [-2.83, -1.17, -0.99], [-1.46, -0.26, -0.09], [0.04, 0.46, -1.38], [-0.87, 2.40, -2.53], [1.53, 1.20, -0.08], [2.89, 1.67, -0.86], [3.73, 2.64, 0.17], [4.91, 3.43, -0.35], [3.47, 2.78, 1.64], [2.32, 3.58, 2.19], [4.37, 2.11, 2.62], [-3.96, -3.02, 1.86], [-5.08, -2.70, 0.31], [-4.29, -4.42, 0.64], [-2.82, -3.66, -1.14], [-1.81, -3.12, 0.40], [-0.89, -0.97, 0.66], [-1.84, 0.68, 0.54], [0.62, -0.68, -2.35], [1.70, 0.31, 0.70], [0.99, 2.05, 0.53], [3.54, 0.69, -1.07], [2.66, 2.14, -1.90]],
  "nbo_charge": [-0.6391, -0.5351, 0.1502, -1.0573, 1.1445, -0.5720, -0.9342, -0.4727, 0.3044, -0.3822, 0.6225, -0.3402, -0.3483, 0.2065, 0.2193, 0.1911, 0.2084, 0.2207, 0.2149, 0.2197, -0.3388, 0.2110, 0.2272, 0.2385, 0.2409],
  "homo_lumo_gap_ha": 0.2245,
  "homo_ev": -4.633,
  "total_charge": -1
}

***

No. 4
{
  "formula": "C7H12BrN2",
  "method": "wB97M-V/def2-TZVPD",
  "symbols": ["C", "N", "C", "C", "N", "C", "C", "C", "Br", "C", "H", "H", "H", "H", "H", "H", "H", "H", "H", "H", "H", "H"],
  "coordinates": [[0.72, -2.09, 0.46], [1.20, -0.63, 0.75], [2.59, -0.37, 0.28], [0.15, 0.33, 0.35], [-0.12, 1.36, 1.10], [-1.19, 2.09, 0.68], [-2.12, 1.83, -0.27], [-2.03, 0.60, -1.08], [-3.19, -0.72, -0.18], [-0.54, 0.17, -1.03], [-0.27, -2.36, 0.94], [0.73, -2.09, -0.64], [1.45, -2.86, 0.78], [1.08, -0.65, 1.79], [2.43, 0.70, -0.13], [3.28, -0.56, 1.08], [2.82, -1.08, -0.58], [-1.32, 3.06, 1.25], [-2.94, 2.49, -0.37], [-2.36, 0.83, -2.18], [-0.35, -0.90, -1.19], [-0.01, 0.87, -1.82]],
  "nbo_charge": [-0.4273, -0.4050, -0.4121, 0.4189, -0.3786, -0.0546, -0.1775, -0.2819, 0.0276, -0.5188, 0.2670, 0.2209, 0.2533, 0.4644, 0.2524, 0.2522, 0.2380, 0.2295, 0.2465, 0.2790, 0.2339, 0.2725],
  "homo_lumo_gap_ha": 0.3207,
  "homo_ev": -12.878,
  "total_charge": 1,
  "relative_energy_kcal_mol": 32.0,
  "smiles": "C[NH+](C)C1=NC=C[C@H](Br)C1"
}

***

No. 5
{
  "formula": "C7H12BrN2",
  "method": "wB97M-V/def2-TZVPD",
  "symbols": ["C", "C", "C", "N", "C", "C", "N", "C", "C", "Br", "H", "H", "H", "H", "H", "H", "H", "H", "H", "H", "H", "H"],
  "coordinates": [[1.64, -0.72, 1.14], [0.15, -0.54, 0.92], [-0.11, -0.09, -0.44], [0.14, -1.23, -1.35], [-0.36, 1.10, -0.94], [-0.48, 2.32, -0.19], [-1.58, 2.74, 0.25], [-2.80, 2.00, 0.11], [-2.94, 0.79, 0.58], [-4.33, -0.45, 0.15], [2.02, -1.20, 2.06], [2.36, 0.07, 0.97], [2.09, -1.50, 0.39], [-0.26, 0.10, 1.75], [-0.28, -1.49, 0.97], [0.32, -1.92, -0.60], [1.03, -1.14, -1.81], [-0.80, -1.44, -1.90], [-0.53, 1.25, -1.94], [0.41, 2.94, -0.07], [-3.51, 2.34, -0.63], [-2.39, 0.28, 1.33]],
  "nbo_charge": [-0.6215, -0.4884, 0.1573, -0.7251, -0.2004, 0.0919, -0.3346, -0.0834, -0.2955, 0.0498, 0.2625, 0.2434, 0.1725, 0.2753, 0.2112, 0.4520, 0.4575, 0.4881, 0.2347, 0.2138, 0.2361, 0.2032],
  "homo_lumo_gap_ha": 0.3110,
  "homo_ev": -12.205,
  "total_charge": 1,
  "relative_energy_kcal_mol": 61.1,
  "smiles": "CC\\C([NH3+])=C/C=N\\C=C\\Br"
}

***

No. 6
{
  "formula": "C7H12BrNO",
  "method": "wB97M-V/def2-TZVPD",
  "symbols": ["C", "C", "C", "Br", "C", "C", "C", "N", "C", "O", "H", "H", "H", "H", "H", "H", "H", "H", "H", "H", "H", "H"],
  "coordinates": [[3.03, -0.04, -0.01], [1.55, 0.30, -0.19], [0.52, -0.69, 0.38], [1.25, -1.88, 1.76], [-0.76, -0.05, 0.94], [-2.04, -0.72, 0.40], [-2.08, -0.19, -1.05], [-1.53, 1.18, -0.94], [-1.03, 1.35, 0.40], [-0.96, 2.40, 0.99], [3.30, 0.14, 1.03], [3.25, -1.07, -0.28], [3.60, 0.65, -0.62], [1.35, 0.36, -1.26], [1.40, 1.29, 0.24], [0.24, -1.38, -0.41], [-0.75, -0.14, 2.02], [-2.86, -0.18, 0.88], [-2.10, -1.78, 0.53], [-1.49, -0.80, -1.73], [-3.08, -0.12, -1.45], [-0.81, 1.39, -1.61]],
  "nbo_charge": [-0.6012, -0.4348, -0.1974, -0.0133, -0.3696, -0.4074, -0.2252, -0.6707, 0.7023, -0.5278, 0.2168, 0.2121, 0.2125, 0.2024, 0.2184, 0.2073, 0.2480, 0.2166, 0.2322, 0.1804, 0.2055, 0.3928],
  "homo_lumo_gap_ha": 0.3815,
  "homo_ev": -9.777,
  "relative_energy_kcal_mol": 0.0,
  "smiles": "CC[C@@H](Br)[C@@H]1CCNC1=O"
}

***

What did the third record say?
{
  "formula": "C7H12BrF3GaS",
  "method": "wB97M-V/def2-TZVPD",
  "symbols": ["C", "C", "S", "C", "Ga", "Br", "C", "C", "C", "F", "C", "F", "F", "H", "H", "H", "H", "H", "H", "H", "H", "H", "H", "H", "H"],
  "coordinates": [[-4.11, -3.25, 0.70], [-2.80, -2.91, -0.22], [-2.83, -1.17, -0.99], [-1.46, -0.26, -0.09], [0.04, 0.46, -1.38], [-0.87, 2.40, -2.53], [1.53, 1.20, -0.08], [2.89, 1.67, -0.86], [3.73, 2.64, 0.17], [4.91, 3.43, -0.35], [3.47, 2.78, 1.64], [2.32, 3.58, 2.19], [4.37, 2.11, 2.62], [-3.96, -3.02, 1.86], [-5.08, -2.70, 0.31], [-4.29, -4.42, 0.64], [-2.82, -3.66, -1.14], [-1.81, -3.12, 0.40], [-0.89, -0.97, 0.66], [-1.84, 0.68, 0.54], [0.62, -0.68, -2.35], [1.70, 0.31, 0.70], [0.99, 2.05, 0.53], [3.54, 0.69, -1.07], [2.66, 2.14, -1.90]],
  "nbo_charge": [-0.6391, -0.5351, 0.1502, -1.0573, 1.1445, -0.5720, -0.9342, -0.4727, 0.3044, -0.3822, 0.6225, -0.3402, -0.3483, 0.2065, 0.2193, 0.1911, 0.2084, 0.2207, 0.2149, 0.2197, -0.3388, 0.2110, 0.2272, 0.2385, 0.2409],
  "homo_lumo_gap_ha": 0.2245,
  "homo_ev": -4.633,
  "total_charge": -1
}